(1)
The following is a DFT calculation (the ωB97M-V functional and the def2-TZVPD basis) of a cluster of 2 separate species, C2H6N2O2 in total.

Last columns: bonded neighbours and bond lengths (Å).
Cartesian coordinates (Å):
1 H 0.8406 -1.5990 0.3041  N2 0.976
2 N 0.2153 -0.9007 0.0330  H1 0.976, N3 1.276
3 N -0.5630 -1.0908 -0.9598  N2 1.276, C4 1.473, O5 1.228
4 C -1.1947 0.1398 -1.4676  N3 1.473, H6 1.060, H7 1.137, H8 1.099
5 O -0.8252 -2.1444 -1.5337  N3 1.228
6 H -0.8100 0.8310 -0.7624  C4 1.060
7 H -0.9909 0.1795 -2.5850  C4 1.137
8 H -2.2804 -0.0318 -1.4602  C4 1.099
9 C 1.5253 0.6686 1.1617  O10 1.217, H11 1.034, H12 1.085
10 O 1.1688 1.7783 0.8105  C9 1.217
11 H 1.3221 0.1445 2.0296  C9 1.034
12 H 2.0594 0.0253 0.4696  C9 1.085

Output
Strongest force on any atom in eV/Å: 3.8
Frontier orbital gap in hartree: 0.3660
HOMO level in eV: -9.69
Energy relative to the best compared isomer or geometry (same formula, charge and spin) in kcal/mol: 121.3
Structure (SMILES): [H]/N=[N+](/C)[O-].C=O
Net charge: 0
Energy in Ha: -339.6393

---

(2)
The following is a DFT calculation (the ωB97M-V functional and the def2-TZVPD basis) of the molecule C2H6N2O2.

Last columns: bonded neighbours and bond lengths (Å).
Cartesian coordinates (Å):
1 N -0.8659 -1.3628 -0.0441  C2 1.396, H7 1.009, H8 1.012
2 C -0.0600 -0.2328 0.1095  N1 1.396, C3 1.338, N5 1.400
3 C 1.2650 -0.2306 -0.0774  C2 1.338, O4 1.394, H9 1.079
4 O 1.9805 0.9660 -0.0894  C3 1.394, H10 0.960
5 N -0.7502 0.9327 0.4645  C2 1.400, O6 1.408, H11 1.018
6 O -2.0259 1.0807 -0.1135  N5 1.408, H12 0.972
7 H -0.3826 -2.2339 0.1141  N1 1.009
8 H -1.7162 -1.2875 0.4990  N1 1.012
9 H 1.8158 -1.1420 -0.2493  C3 1.079
10 H 2.8899 0.7851 0.1594  O4 0.960
11 H -0.1824 1.7616 0.3034  N5 1.018
12 H -1.9681 0.9635 -1.0763  O6 0.972

Output
Strongest force on any atom in eV/Å: 0.4
Frontier orbital gap in hartree: 0.3033
HOMO level in eV: -7.46
Energy relative to the best compared isomer or geometry (same formula, charge and spin) in kcal/mol: 76.7
Structure (SMILES): N/C(=C/O)NO
Net charge: 0
Energy in Ha: -339.7104

---

(3)
The following is a DFT calculation (the ωB97M-V functional and the def2-TZVPD basis) of the molecule C2H6N2O2.

Last columns: bonded neighbours and bond lengths (Å).
Cartesian coordinates (Å):
1 C -0.8006 -1.3964 -0.1577  C2 1.460, H7 1.103, H8 1.114, H9 1.190
2 C -0.8392 0.0634 -0.1565  C1 1.460, O3 1.197, N4 1.443
3 O -1.5611 0.7244 -0.8453  C2 1.197
4 N 0.1764 0.6826 0.6599  C2 1.443, N5 1.324, O6 1.639
5 N 0.4019 1.9169 0.2372  N4 1.324, H10 1.046, H11 1.010
6 O 1.4540 -0.2318 0.1936  N4 1.639, H12 0.937
7 H -0.3039 -1.7935 0.7439  C1 1.103
8 H -1.8154 -1.8567 -0.1698  C1 1.114
9 H -0.1428 -1.6220 -1.1231  C1 1.190
10 H 0.2167 1.8709 -0.7916  N5 1.046
11 H 1.3687 2.1517 0.4110  N5 1.010
12 H 1.8452 -0.5094 0.9984  O6 0.937

Output
Strongest force on any atom in eV/Å: 3.3
Frontier orbital gap in hartree: 0.3755
HOMO level in eV: -9.59
Energy relative to the best compared isomer or geometry (same formula, charge and spin) in kcal/mol: 88.2
Structure (SMILES): CC(=O)N(N)O
Net charge: 0
Energy in Ha: -339.6921

---

(4)
The following is a DFT calculation (the ωB97M-V functional and the def2-TZVPD basis) of a cluster of 2 separate species, C2H6N2O2 in total.

Last columns: bonded neighbours and bond lengths (Å).
Cartesian coordinates (Å):
1 C -1.3227 0.6958 -0.5436  C2 1.444, H7 1.095, H8 1.115, H9 1.101
2 C 0.0706 0.7986 -0.1792  C1 1.444, N4 1.483, H10 1.092, H11 1.092
3 N -0.0238 -1.9675 0.1193  O6 1.133
4 N 0.4551 -0.2205 0.8274  C2 1.483, O5 1.408
5 O 1.8509 -0.3993 0.8661  N4 1.408, H12 0.918
6 O 0.9153 -2.5862 -0.0171  N3 1.133
7 H -1.7313 1.5749 -1.0529  C1 1.095
8 H -1.3301 -0.1947 -1.2153  C1 1.115
9 H -1.9640 0.4955 0.3284  C1 1.101
10 H 0.2189 1.7966 0.2388  C2 1.092
11 H 0.6690 0.5946 -1.0691  C2 1.092
12 H 2.1922 -0.5879 1.6970  O5 0.918

Output
Strongest force on any atom in eV/Å: 5.0
Frontier orbital gap (alpha / beta) in hartree: 0.3070 / 0.3398
2S+1: 3
HOMO level (alpha / beta) in eV: -7.35 / -10.24
⟨S²⟩: 2.010
Energy relative to the best compared isomer or geometry (same formula, charge and spin) in kcal/mol: 0.0
Net charge: 0
Energy in Ha: -339.5744

---

(5)
The following is a DFT calculation (the ωB97M-V functional and the def2-TZVPD basis) of a cluster of 2 separate species, C2H6N2O2S in total.

Last columns: bonded neighbours and bond lengths (Å).
Cartesian coordinates (Å):
1 C -2.1889 1.6010 1.2360  C2 1.317, H8 1.078, H9 1.078
2 C -0.9719 1.4217 1.7057  C1 1.317, H10 1.077, H12 1.078
3 N 2.5915 -1.4848 -1.9515  N4 1.215, H11 1.055
4 N 1.5494 -0.8778 -2.1019  N3 1.215, S7 2.148, H13 1.031
5 O 1.4776 -1.3443 0.4359  S7 1.457
6 O -0.4663 -2.0426 -0.8727  S7 1.447
7 S 0.3145 -0.9451 -0.3451  N4 2.148, O5 1.457, O6 1.447
8 H -2.4733 2.4988 0.7119  C1 1.078
9 H -2.9616 0.8603 1.3608  C1 1.078
10 H -0.1957 2.1601 1.5904  C2 1.077
11 H 2.7359 -1.6342 -0.9175  N3 1.055
12 H -0.6934 0.5249 2.2351  C2 1.078
13 H 1.2822 -0.7381 -3.0873  N4 1.031

Output
Strongest force on any atom in eV/Å: 0.8
Frontier orbital gap in hartree: 0.3506
HOMO level in eV: -9.96
Energy relative to the best compared isomer or geometry (same formula, charge and spin) in kcal/mol: 77.2
Net charge: 0
Energy in Ha: -737.8800

---

(6)
The following is a DFT calculation (the ωB97M-V functional and the def2-TZVPD basis) of a cluster of 2 separate species, C2H6N2O3 in total.

Last columns: bonded neighbours and bond lengths (Å).
Cartesian coordinates (Å):
1 O 0.4069 0.0076 -1.0869  C2 1.274
2 C -0.8397 0.0821 -0.8365  O1 1.274, N3 1.463, H7 1.092
3 N -1.2990 0.9450 0.2523  C2 1.463, C4 1.405, H8 1.006
4 C -0.5305 1.1490 1.4106  N3 1.405, N5 1.358, O6 1.225
5 N 0.6055 1.8503 1.1597  C4 1.358, H9 1.003, H10 1.001
6 O -0.8523 0.7493 2.5233  C4 1.225
7 H -1.6011 -0.6480 -1.1176  C2 1.092
8 H -2.2856 0.9365 0.4501  N3 1.006
9 H 0.7467 2.1174 0.2029  N5 1.003
10 H 1.2995 1.8711 1.8814  N5 1.001
11 H 1.5798 -3.0988 -1.9446  O13 0.966
12 H 1.6852 -3.2300 -3.4459  O13 0.961
13 O 1.8550 -3.7167 -2.6348  H11 0.966, H12 0.961

Output
Strongest force on any atom in eV/Å: 1.2
Frontier orbital gap (alpha / beta) in hartree: 0.1359 / 0.2949
2S+1: 2
HOMO level (alpha / beta) in eV: 0.30 / -4.06
⟨S²⟩: 0.754
Energy relative to the best compared isomer or geometry (same formula, charge and spin) in kcal/mol: 18.5
Net charge: -1
Energy in Ha: -415.0391

---

(7)
The following is a DFT calculation (the ωB97M-V functional and the def2-TZVPD basis) of a cluster of 2 separate species, C2H6N2O3 in total.

Last columns: bonded neighbours and bond lengths (Å).
Cartesian coordinates (Å):
1 N -0.7949 -0.8760 -1.4742  C2 1.404, H7 1.105, H8 1.051
2 C -0.8183 -1.8904 -0.5042  N1 1.404, O3 1.202, N4 1.422
3 O -1.1250 -3.0504 -0.5681  C2 1.202
4 N -0.6509 -1.3398 0.7959  C2 1.422, C5 1.367, H9 1.026
5 C -0.1238 -0.1814 1.2958  N4 1.367, O6 1.260, H10 1.067
6 O -0.2116 0.9898 0.8403  C5 1.260
7 H -0.5865 0.0843 -0.9684  N1 1.105
8 H -0.1602 -0.9915 -2.3034  N1 1.051
9 H -1.1488 -1.9962 1.4080  N4 1.026
10 H 0.2178 -0.5342 2.2429  C5 1.067
11 O 2.1946 3.2039 -0.4452  H12 0.976, H13 0.976
12 H 1.9110 3.6812 0.3579  O11 0.976
13 H 1.2965 2.9006 -0.6774  O11 0.976

Output
Strongest force on any atom in eV/Å: 3.9
Frontier orbital gap in hartree: 0.4083
HOMO level in eV: -10.81
Energy relative to the best compared isomer or geometry (same formula, charge and spin) in kcal/mol: 37.2
Structure (SMILES): NC(=O)NC=O.O
Net charge: 0
Energy in Ha: -415.0363

---

(8)
The following is a DFT calculation (the ωB97M-V functional and the def2-TZVPD basis) of the molecule C2H6N2O3.

Last columns: bonded neighbours and bond lengths (Å).
Cartesian coordinates (Å):
1 C 0.6530 0.0866 -1.4111  C2 1.580, H8 1.077, H9 1.034, H10 1.044
2 C -0.0820 -0.9908 -0.5197  C1 1.580, N4 1.501, H11 1.012, H12 1.113
3 N -0.9512 1.0085 0.6205  N4 1.364, O5 1.476, H13 0.995
4 N -0.7849 -0.3455 0.6384  C2 1.501, N3 1.364, O6 1.340
5 O 0.2994 1.4907 1.2384  N3 1.476, O7 1.417
6 O -0.3198 -0.6326 1.8615  N4 1.340, O7 1.556
7 O 0.7178 0.4903 2.1508  O5 1.417, O6 1.556
8 H -0.2073 0.6504 -1.7308  C1 1.077
9 H 1.2653 -0.4635 -2.0370  C1 1.034
10 H 1.3351 0.5796 -0.7935  C1 1.044
11 H 0.5964 -1.5772 -0.0503  C2 1.012
12 H -0.8195 -1.4292 -1.2283  C2 1.113
13 H -1.7022 1.1327 1.2611  N3 0.995

Output
Strongest force on any atom in eV/Å: 9.4
Frontier orbital gap (alpha / beta) in hartree: 0.2929 / 0.2938
2S+1: 3
HOMO level (alpha / beta) in eV: -6.93 / -9.67
⟨S²⟩: 2.015
Energy relative to the best compared isomer or geometry (same formula, charge and spin) in kcal/mol: 187.5
Net charge: 0
Energy in Ha: -414.5982

---

(9)
The following is a DFT calculation (the ωB97M-V functional and the def2-TZVPD basis) of the molecule C2H6N2O3S.

Last columns: bonded neighbours and bond lengths (Å).
Cartesian coordinates (Å):
1 C -1.6472 -1.1459 0.7924  S2 1.646, H9 1.131, H10 1.019
2 S -0.5146 -0.5261 -0.2294  C1 1.646, C3 1.761, O4 1.369, N5 1.816
3 C -0.7944 1.0419 -0.9798  S2 1.761, H11 1.072, H12 1.038, H13 1.161
4 O 0.0261 -1.3785 -1.1537  S2 1.369
5 N 0.9027 0.0240 0.7634  S2 1.816, N6 1.364, H14 0.990
6 N 2.1435 0.2740 0.2558  N5 1.364, O7 1.189, O8 1.176
7 O 3.0551 0.0949 0.9985  N6 1.189
8 O 2.1421 0.5529 -0.8861  N6 1.176
9 H -1.8469 -2.2593 0.7846  C1 1.131
10 H -1.8815 -0.6470 1.6499  C1 1.019
11 H -1.7919 1.2879 -1.2853  C3 1.072
12 H -0.3819 1.8073 -0.4126  C3 1.038
13 H -0.2545 1.1530 -2.0021  C3 1.161
14 H 0.8434 -0.2790 1.7044  N5 0.990

Output
Strongest force on any atom in eV/Å: 5.6
Frontier orbital gap in hartree: 0.3564
HOMO level in eV: -9.10
Energy relative to the best compared isomer or geometry (same formula, charge and spin) in kcal/mol: 163.6
Structure (SMILES): C=[S@](C)(=O)N[N+](=O)[O-]
Net charge: 0
Energy in Ha: -812.9660

---

(10)
The following is a DFT calculation (the ωB97M-V functional and the def2-TZVPD basis) of a cluster of 2 separate species, C2H6N2O4 in total.

Last columns: bonded neighbours and bond lengths (Å).
Cartesian coordinates (Å):
1 C -1.5659 0.1455 0.9148  O8 1.407, H9 1.176, H10 1.025, H11 1.056
2 C 0.0965 -0.6796 -0.5264  N3 1.409, O7 1.308, O8 1.357
3 N -0.3148 0.3203 -1.4294  C2 1.409, H12 1.034, H13 0.957
4 N 1.5248 0.3914 0.4676  O5 1.192, O6 1.214
5 O 1.4620 1.5789 0.5439  N4 1.192
6 O 2.4805 -0.3264 0.6820  N4 1.214
7 O 0.8860 -1.6747 -0.8399  C2 1.308, H14 0.955
8 O -0.7683 -0.9326 0.4886  C1 1.407, C2 1.357
9 H -0.9089 1.1199 0.9655  C1 1.176
10 H -1.7786 -0.1621 1.8690  C1 1.025
11 H -2.4633 0.3498 0.3961  C1 1.056
12 H -0.5477 1.2380 -1.0135  N3 1.034
13 H 0.2252 0.2704 -2.2183  N3 0.957
14 H 1.6725 -1.6390 -0.3000  O7 0.955

Output
Strongest force on any atom in eV/Å: 3.7
Frontier orbital gap in hartree: 0.3511
HOMO level in eV: -8.85
Energy relative to the best compared isomer or geometry (same formula, charge and spin) in kcal/mol: 121.0
Net charge: 0
Energy in Ha: -490.1464